## w
{
  "formula": "C4H8GaO3",
  "method": "ωB97M-V with the def2-TZVPD basis set",
  "mol_weight_da": 173.8,
  "charge": 2,
  "gap_ev": [8.07, 7.60],
  "multiplicity": 2,
  "species": ["C", "C", "O", "O", "H", "H", "H", "Ga", "O", "C", "C", "H", "H", "H", "H", "H"],
  "coordinates": [[-2.30, -0.50, -1.08], [-1.50, 0.82, -0.45], [-1.40, 0.51, 0.80], [-1.79, -1.58, -0.53], [-2.21, -0.38, -2.17], [-3.30, -0.26, -0.68], [-2.12, 1.70, -0.71], [-0.72, -1.19, 0.83], [0.99, -1.22, 0.34], [1.82, -0.32, 0.02], [2.46, 0.42, 1.14], [2.47, -0.57, -0.84], [1.69, 0.92, 1.74], [3.22, 1.09, 0.71], [2.93, -0.28, 1.84], [-0.23, 0.84, -0.95]]
}

=====

## x
{
  "formula": "C4H8GaO3",
  "method": "ωB97M-V with the def2-TZVPD basis set",
  "mol_weight_da": 173.8,
  "charge": 2,
  "gap_ev": [5.57, 6.78],
  "multiplicity": 2,
  "species": ["C", "O", "H", "H", "H", "O", "C", "C", "O", "C", "Ga", "H", "H", "H", "H", "H"],
  "coordinates": [[-2.11, 1.45, 0.18], [-1.90, 0.14, 0.53], [-1.31, 1.77, -0.69], [-3.16, 1.67, -0.07], [-1.77, 2.12, 1.00], [0.10, -0.49, -1.55], [1.01, 0.36, -1.54], [2.00, 0.22, -0.43], [1.28, -0.23, 0.72], [1.93, -1.02, 1.63], [-0.57, -0.80, 0.24], [1.43, 0.71, -2.50], [2.45, 1.20, -0.20], [2.80, -0.47, -0.74], [1.38, -1.15, 2.56], [2.91, -1.39, 1.34]]
}

=====

Stability ranking, top entry: w; the second entry is 0.335 eV less favorable.

=====

## w
{
  "formula": "C27H48N6O5",
  "method": "ωB97M-V with the def2-TZVPD basis set",
  "mol_weight_da": 536.7,
  "smiles": "CC[C@H](C)[C@H](C(=O)N1CCN(C(=O)OC(C)(C)C)CC1)n1cc([C@@H](CC(C)C)NC(=O)OC(C)(C)C)nn1",
  "charge": 0,
  "gap_ev": 9.77,
  "multiplicity": 1,
  "species": ["C", "C", "C", "C", "C", "C", "O", "N", "C", "C", "N", "C", "O", "O", "C", "C", "C", "C", "C", "C", "N", "C", "C", "C", "C", "C", "C", "C", "N", "C", "O", "O", "C", "C", "C", "C", "N", "N", "H", "H", "H", "H", "H", "H", "H", "H", "H", "H", "H", "H", "H", "H", "H", "H", "H", "H", "H", "H", "H", "H", "H", "H", "H", "H", "H", "H", "H", "H", "H", "H", "H", "H", "H", "H", "H", "H", "H", "H", "H", "H", "H", "H", "H", "H", "H", "H"],
  "coordinates": [[-4.06, -4.59, -0.97], [-2.90, -3.66, -1.29], [-1.88, -3.56, -0.14], [-2.50, -2.96, 1.12], [-0.66, -2.74, -0.63], [0.52, -2.85, 0.35], [0.49, -3.59, 1.31], [1.60, -2.06, 0.09], [1.84, -1.24, -1.08], [3.25, -1.52, -1.63], [4.24, -1.36, -0.60], [4.91, -0.18, -0.51], [4.89, 0.65, -1.39], [5.61, -0.10, 0.63], [6.49, 1.03, 0.88], [7.09, 0.73, 2.25], [7.58, 1.10, -0.19], [5.68, 2.33, 0.93], [4.01, -2.23, 0.53], [2.62, -1.94, 1.11], [-1.00, -1.35, -0.82], [-1.02, -0.36, 0.10], [-1.38, 0.76, -0.62], [-1.60, 2.15, -0.13], [-0.81, 3.18, -0.93], [0.67, 2.82, -1.10], [1.39, 2.64, 0.23], [1.38, 3.89, -1.93], [-3.03, 2.46, -0.20], [-3.90, 1.68, 0.50], [-3.57, 0.95, 1.41], [-5.15, 1.88, 0.05], [-6.27, 1.19, 0.65], [-6.09, -0.32, 0.51], [-7.48, 1.67, -0.15], [-6.40, 1.59, 2.12], [-1.55, 0.38, -1.90], [-1.33, -0.87, -2.01], [-4.68, -4.72, -1.86], [-3.70, -5.57, -0.66], [-4.69, -4.19, -0.18], [-3.28, -2.66, -1.52], [-2.39, -4.03, -2.18], [-1.51, -4.56, 0.10], [-3.29, -3.62, 1.49], [-1.75, -2.87, 1.90], [-2.94, -1.98, 0.93], [-0.36, -3.12, -1.61], [1.12, -1.43, -1.86], [1.79, -0.18, -0.79], [3.47, -0.82, -2.44], [3.30, -2.55, -2.01], [7.78, 1.52, 2.54], [7.64, -0.21, 2.22], [6.31, 0.65, 3.00], [8.28, 1.89, 0.06], [8.11, 0.15, -0.23], [7.14, 1.30, -1.16], [5.25, 2.54, -0.05], [6.33, 3.15, 1.21], [4.88, 2.24, 1.66], [4.78, -2.07, 1.28], [4.05, -3.27, 0.18], [2.38, -2.64, 1.91], [2.61, -0.91, 1.50], [-0.81, -0.51, 1.14], [-1.34, 2.19, 0.93], [-0.89, 4.15, -0.44], [-1.25, 3.25, -1.93], [0.73, 1.87, -1.66], [0.96, 1.82, 0.81], [1.32, 3.55, 0.82], [2.44, 2.42, 0.06], [0.89, 4.01, -2.90], [2.41, 3.61, -2.11], [1.36, 4.84, -1.41], [-3.37, 2.84, -1.07], [-6.99, -0.83, 0.86], [-5.92, -0.58, -0.53], [-5.24, -0.66, 1.10], [-7.36, 1.40, -1.20], [-8.38, 1.21, 0.23], [-7.57, 2.75, -0.08], [-5.53, 1.27, 2.68], [-6.50, 2.67, 2.20], [-7.29, 1.13, 2.54]]
}

=====

## x
{
  "formula": "C27H48N6O5",
  "method": "ωB97M-V with the def2-TZVPD basis set",
  "mol_weight_da": 536.7,
  "smiles": "CC[C@H](C)[C@H](C(=O)N1CCN(C(=O)OC(C)(C)C)CC1)n1cc([C@@H](CC(C)C)NC(=O)OC(C)(C)C)nn1",
  "charge": 0,
  "gap_ev": 9.87,
  "multiplicity": 1,
  "species": ["C", "C", "C", "C", "C", "C", "O", "N", "C", "C", "N", "C", "O", "O", "C", "C", "C", "C", "C", "C", "N", "C", "C", "C", "C", "C", "C", "C", "N", "C", "O", "O", "C", "C", "C", "C", "N", "N", "H", "H", "H", "H", "H", "H", "H", "H", "H", "H", "H", "H", "H", "H", "H", "H", "H", "H", "H", "H", "H", "H", "H", "H", "H", "H", "H", "H", "H", "H", "H", "H", "H", "H", "H", "H", "H", "H", "H", "H", "H", "H", "H", "H", "H", "H", "H", "H"],
  "coordinates": [[-3.76, -2.80, -2.62], [-3.30, -2.60, -1.19], [-1.80, -2.26, -1.08], [-0.95, -3.52, -1.20], [-1.56, -1.55, 0.26], [-1.94, -0.05, 0.17], [-2.09, 0.50, -0.90], [-1.94, 0.62, 1.34], [-2.08, 0.02, 2.65], [-3.59, -0.13, 2.95], [-4.32, 0.89, 2.22], [-5.05, 0.50, 1.12], [-5.36, -0.65, 0.93], [-5.38, 1.56, 0.38], [-6.20, 1.41, -0.81], [-5.53, 0.47, -1.81], [-7.59, 0.91, -0.42], [-6.27, 2.83, -1.38], [-3.62, 2.16, 2.21], [-2.35, 2.01, 1.34], [-0.18, -1.59, 0.68], [0.89, -1.04, 0.07], [1.95, -1.35, 0.90], [3.41, -1.07, 0.77], [4.13, -2.32, 0.25], [5.64, -2.15, 0.08], [6.23, -3.41, -0.55], [6.33, -1.85, 1.41], [3.63, 0.07, -0.09], [4.41, 1.12, 0.28], [4.83, 1.29, 1.40], [4.59, 1.93, -0.78], [5.37, 3.14, -0.64], [4.73, 4.08, 0.38], [5.34, 3.77, -2.03], [6.81, 2.80, -0.24], [1.45, -2.07, 1.94], [0.19, -2.20, 1.79], [-3.21, -3.60, -3.11], [-4.81, -3.04, -2.65], [-3.60, -1.88, -3.19], [-3.49, -3.51, -0.61], [-3.88, -1.80, -0.73], [-1.55, -1.57, -1.89], [-1.10, -4.16, -0.33], [-1.23, -4.08, -2.08], [0.11, -3.28, -1.27], [-2.14, -2.06, 1.03], [-1.57, -0.94, 2.73], [-1.62, 0.70, 3.37], [-3.79, -0.02, 4.02], [-3.98, -1.09, 2.61], [-4.47, 0.70, -1.89], [-5.99, 0.58, -2.78], [-5.63, -0.56, -1.48], [-8.21, 0.84, -1.31], [-7.52, -0.07, 0.04], [-8.05, 1.59, 0.28], [-5.28, 3.16, -1.66], [-6.67, 3.51, -0.63], [-6.91, 2.84, -2.25], [-3.37, 2.41, 3.24], [-4.28, 2.94, 1.80], [-2.55, 2.29, 0.31], [-1.54, 2.63, 1.73], [0.82, -0.48, -0.84], [3.80, -0.80, 1.75], [3.69, -2.60, -0.72], [3.93, -3.13, 0.95], [5.82, -1.31, -0.60], [5.76, -3.63, -1.50], [6.07, -4.27, 0.11], [7.30, -3.30, -0.71], [6.08, -2.61, 2.15], [6.03, -0.88, 1.79], [7.41, -1.84, 1.28], [3.40, -0.01, -1.07], [5.27, 5.02, 0.42], [3.69, 4.29, 0.10], [4.74, 3.63, 1.37], [4.31, 3.98, -2.33], [5.90, 4.70, -2.04], [5.77, 3.09, -2.76], [6.82, 2.35, 0.75], [7.24, 2.10, -0.95], [7.41, 3.71, -0.22]]
}

=====

Stability ranking, top entry: w; the second entry is 0.202 eV less favorable.